{"formula": "C4H6Li2O", "method": "wB97M-V/def2-TZVPD", "symbols": ["O", "C", "C", "C", "C", "Li", "Li", "H", "H", "H", "H", "H", "H"], "positions_angstrom": [[-0.97189, -0.19045, 1.34995], [-0.46895, -1.40766, 1.49629], [-0.01842, 1.98661, -1.91692], [1.06086, 1.49756, -1.34463], [0.69999, -1.82439, 0.95927], [-0.60283, -0.07731, -0.45562], [-2.00030, 0.84121, 2.35988], [-0.22299, 1.83622, -2.98826], [-1.08583, -2.12521, 2.05939], [1.37558, -1.21208, 0.35296], [1.94711, 0.94075, -1.65376], [1.04901, -2.83994, 1.14354], [-0.76134, 2.57469, -1.36211]], "forces_ev_per_angstrom": [[-0.81, 1.22, -0.18], [0.97, -1.13, -0.20], [0.03, -0.27, 0.20], [-0.28, -0.10, -0.43], [-0.44, -0.19, 0.09], [0.25, -0.15, 0.20], [0.27, -0.26, -0.07], [0.12, 0.08, 0.29], [0.31, 0.23, -0.09], [-0.22, 0.15, 0.39], [-0.23, 0.25, 0.13], [-0.26, 0.25, -0.14], [0.29, -0.08, -0.19]], "relative_energy_ev": 0.000, "total_charge": 1, "mol_weight_g_mol": 83.97, "multiplicity": 2, "orbital_gap_ev": [8.1, 7.8], "largest_force_ha_per_bohr": 0.0292}

{"formula": "C3H7NO2", "method": "wB97M-V/def2-TZVPD", "symbols": ["O", "O", "N", "C", "C", "C", "H", "H", "H", "H", "H", "H", "H"], "positions_angstrom": [[-1.70399, 1.25825, -1.16612], [0.80274, -0.94492, 1.25679], [-1.32055, -1.01574, -1.17623], [1.30350, 0.23389, 0.66738], [0.25873, 0.71874, -0.27862], [-0.99549, 0.28595, -0.92822], [2.29925, 0.11450, 0.22545], [0.61725, 1.59382, -0.86753], [-0.69058, 0.58980, 0.53287], [-0.72541, -1.72013, -0.76705], [1.07387, -0.96763, 2.17721], [1.38808, 1.05609, 1.40773], [-2.30739, -1.20260, -1.08364]], "forces_ev_per_angstrom": [[-0.77, -0.95, -0.84], [0.25, -0.43, 0.44], [-0.22, -0.12, 0.39], [0.28, -0.18, -0.20], [-1.11, 0.24, 1.23], [0.08, -0.03, -1.92], [-0.05, -0.31, -0.08], [-0.92, 0.10, 1.32], [2.29, 2.35, 0.08], [0.06, 0.08, 0.03], [0.04, -0.19, 0.04], [0.13, -0.47, -0.21], [-0.06, -0.08, -0.27]], "relative_energy_ev": 3.321, "smiles": "NC(=O)CCO", "total_charge": 0, "mol_weight_g_mol": 89.09, "multiplicity": 1, "orbital_gap_ev": 10.0, "largest_force_ha_per_bohr": 0.0638}